17
Properties=species:S:1:pos:R:3:forces:R:3 method="wB97M-V/def2-TZVPD" total_energy_ha=-400.80938 smiles=NCC1[C@H]2OCO[C@H]12 homo_energy_ev=-8.93 lumo_energy_ev=0.57 mol_weight_g_mol=115.13 de_lowest_kj_mol=964.6
N 1.613644 0.838257 -2.282909 -0.463 2.034 1.342
C 0.341450 0.606542 -1.473806 -1.618 1.528 -8.449
C 0.376961 0.791760 -0.132877 -0.738 -3.319 0.779
C -0.864389 0.364246 0.503137 -1.511 -2.719 2.989
O -1.748144 -0.881671 0.734835 1.738 0.721 -0.098
C -1.090945 -1.359065 1.881416 1.786 -3.095 3.937
O 0.511464 -1.096044 1.865680 -2.202 1.697 -1.771
C 0.527253 -0.438934 0.583005 -2.249 -5.665 0.031
H 2.175027 1.590833 -1.575286 -1.784 -2.147 -3.595
H 1.329026 1.164046 -3.321458 1.224 -0.292 3.581
H -0.570369 1.277260 -1.842646 2.000 -0.713 0.406
H -0.147575 -0.368264 -1.625516 0.783 0.012 -0.611
H 0.754312 1.540568 0.331247 2.037 5.708 2.440
H -0.946703 0.769876 1.462562 -0.165 1.309 1.165
H -1.387141 -0.903990 2.923210 0.301 -0.150 -2.294
H -1.058080 -2.591205 2.186066 -0.794 3.248 -1.834
H 0.184210 -1.304216 -0.216658 1.655 1.842 1.983

=====

66
Properties=species:S:1:pos:R:3:forces:R:3 method="wB97M-V/def2-TZVPD" total_energy_ha=-3478.64207 homo_energy_ev="-7.38 / -7.38" lumo_energy_ev="-2.16 / -1.77" mol_weight_g_mol=682.63 spin_multiplicity=2 de_lowest_kj_mol=312.7 s2=0.869
Rh 0.149088 0.508731 0.067329 0.798 -1.593 0.896
C -2.659341 -3.304581 3.992559 -0.027 0.054 -0.013
C -1.262460 -2.848190 3.636323 -0.085 0.056 -0.066
O -1.198832 -1.418339 3.361762 -0.074 -0.276 0.183
P -1.663658 -0.733781 2.033659 -0.179 0.284 0.469
S -1.030848 1.153355 2.077401 -0.115 0.123 -0.556
S -0.967165 -1.665186 0.403954 0.459 1.003 -0.230
O -3.240658 -0.817802 2.109225 -0.193 -0.046 -0.068
C -4.073365 -0.123356 1.143972 0.035 -0.068 -0.020
C -5.500857 -0.214941 1.613002 -0.085 -0.059 0.089
H -2.612484 -4.336052 4.348877 -0.007 0.055 -0.021
H -3.328825 -3.263992 3.132668 0.032 -0.002 0.049
H -3.074657 -2.680248 4.785279 0.031 -0.055 -0.025
H -0.867870 -3.382926 2.771945 0.027 0.009 -0.056
H -0.578369 -2.985476 4.465346 0.087 0.024 0.083
H -3.938948 -0.595647 0.170257 0.049 -0.044 -0.022
H -3.739410 0.911780 1.079870 0.060 0.039 0.026
H -5.811664 -1.257985 1.695952 -0.008 0.067 -0.017
H -6.156885 0.289380 0.899366 0.058 -0.039 0.059
H -5.612357 0.259810 2.588969 -0.019 -0.014 -0.060
C 2.970463 3.962846 1.478283 -0.032 0.082 -0.069
C 1.860628 3.247492 0.715282 -0.046 0.094 -0.053
C 2.106306 3.257059 -0.786546 -0.229 -0.268 0.107
N 1.173946 2.329602 -1.507014 0.891 1.140 0.261
C -0.166801 2.590046 -1.682233 -0.144 -0.127 0.703
S -1.194995 1.294004 -1.759332 -0.665 -0.311 -0.912
N -0.644761 3.832951 -1.534379 0.097 0.844 -0.100
C -0.055369 5.117910 -1.796965 0.313 -0.991 -0.379
O -0.509122 6.058914 -1.231949 -0.392 0.815 0.485
C 1.027907 5.200971 -2.814984 -0.357 0.067 -0.369
C 1.872414 6.304578 -2.768328 0.030 0.098 0.014
C 2.846038 6.468661 -3.738833 0.009 -0.031 -0.002
C 2.963421 5.541815 -4.769056 0.012 0.020 0.047
C 2.107615 4.450453 -4.829213 0.007 -0.018 0.045
C 1.138420 4.278876 -3.851851 -0.088 -0.020 -0.125
H 2.793021 3.911055 2.551097 0.040 -0.015 0.004
H 3.028217 5.017197 1.193406 0.012 -0.044 0.012
H 3.938979 3.497006 1.286311 -0.036 0.013 0.027
H 0.893935 3.716339 0.932553 0.015 -0.072 0.009
H 1.814514 2.211027 1.057098 -0.021 -0.137 0.089
H 3.109346 2.889566 -0.994947 0.049 -0.088 -0.045
H 2.050418 4.272156 -1.169164 0.204 -0.169 0.077
H 1.575408 1.907157 -2.331277 0.069 -0.507 0.202
H -1.584411 3.892187 -1.169703 -0.127 0.086 -0.071
H 1.752917 7.020488 -1.964147 0.015 -0.008 -0.046
H 3.510325 7.322008 -3.696625 -0.019 -0.023 -0.007
H 3.716571 5.677082 -5.534138 0.007 0.000 0.015
H 2.188330 3.739151 -5.641530 -0.020 0.036 0.012
H 0.442820 3.448414 -3.930504 0.045 0.110 -0.043
N 2.128605 -0.585553 -0.270383 -0.657 0.197 -0.151
C 2.856378 -0.314878 0.957441 -0.138 -0.014 -0.439
C 2.289431 -0.599704 2.187678 -0.070 -0.003 0.165
C 2.965079 -0.245920 3.352822 0.198 0.102 -0.104
C 4.203841 0.385421 3.280444 -0.162 -0.088 -0.204
C 4.764611 0.660510 2.032937 -0.044 -0.035 0.098
C 4.090045 0.310368 0.873416 0.237 0.276 -0.089
S 5.088937 0.868818 4.770887 0.411 0.240 0.812
O 4.438128 0.125527 5.838280 -0.107 -0.014 -0.323
O 6.467079 0.479940 4.515369 -0.274 -0.033 -0.261
O 4.889432 2.310917 4.842164 -0.163 -0.160 -0.319
H 2.697181 -0.390727 -1.081061 0.120 -0.015 -0.080
H 1.773013 -1.526937 -0.345170 0.203 -0.333 0.137
H 1.322942 -1.086703 2.237069 0.031 -0.051 0.047
H 2.545446 -0.451115 4.330679 0.048 -0.017 -0.051
H 5.738656 1.138457 1.993894 -0.090 -0.064 0.004
H 4.519078 0.533821 -0.105560 -0.023 -0.081 0.171

=====

11
Properties=species:S:1:pos:R:3:forces:R:3 method="wB97M-V/def2-TZVPD" total_energy_ha=-318.65764 smiles="[H]/N=C/N(N)C=O" homo_energy_ev=-9.98 lumo_energy_ev=0.82 mol_weight_g_mol=87.08 de_lowest_kj_mol=243.8
H -2.469064 -1.566905 -0.105867 1.544 2.144 0.921
N -1.857170 -0.663576 0.040721 -1.039 -2.674 -0.852
C -0.629906 -0.980143 -0.013992 1.173 1.771 -0.455
N 0.327877 0.081920 -0.192437 -0.869 2.597 1.271
N -0.141516 1.474217 0.093314 -1.219 -1.147 1.189
C 1.732263 0.099945 -0.061204 0.902 -3.419 -0.100
O 2.451688 -0.895280 0.110262 -1.907 1.985 -0.287
H -0.105633 -1.919982 0.015680 -0.206 -0.613 -0.168
H -0.723020 1.419472 1.030323 1.282 0.133 -2.772
H -0.738527 1.866156 -0.676348 0.529 -1.119 1.078
H 2.153011 1.084175 -0.240448 -0.190 0.342 0.175

=====

91
Properties=species:S:1:pos:R:3:forces:R:3 method="wB97M-V/def2-TZVPD" total_energy_ha=-3375.29233 homo_energy_ev="-11.94 / -11.95" lumo_energy_ev="-5.46 / -5.44" mol_weight_g_mol=823.05 spin_multiplicity=6 de_lowest_kj_mol=37.8 total_charge=+2 s2=8.758
Sm 0.220496 -0.436380 -0.549105 -1.316 0.063 -2.718
C -0.981156 4.769643 -1.678064 0.118 -0.026 0.079
C -0.314026 4.025423 -0.715735 0.091 0.113 -0.076
C -0.610177 2.685755 -0.529591 -0.403 -0.435 0.045
C -1.624629 2.072691 -1.284349 0.024 0.503 0.152
C -2.290153 2.835094 -2.256983 -0.019 0.034 0.362
C -1.962074 4.168661 -2.450153 -0.149 -0.058 0.124
N -1.895420 0.715310 -1.117356 -0.069 -0.506 0.113
C -3.163890 0.319516 -0.953270 0.474 -0.140 -0.105
C -4.200711 1.209704 -0.548738 -0.112 0.229 0.025
C -5.496437 0.808973 -0.414952 0.360 0.044 -0.084
C -5.883260 -0.513480 -0.721005 0.006 -0.408 -0.129
C -4.931023 -1.416513 -1.070135 -0.310 0.166 0.122
C -3.549104 -1.066804 -1.150658 0.054 0.492 0.262
N -2.747893 -2.088731 -1.413685 1.303 -0.382 -0.293
N -1.446093 -1.956838 -1.391364 -1.311 0.665 0.529
C -0.728226 -3.118234 -1.624220 0.492 -0.976 -0.241
C -1.234290 -4.309122 -2.155007 0.026 0.349 0.070
C -0.365742 -5.368717 -2.320954 0.118 0.275 0.144
C 0.970370 -5.210630 -1.966198 -0.002 0.115 0.059
C 1.387975 -3.993939 -1.452802 0.174 -0.175 -0.005
N 0.568157 -2.960761 -1.272120 -1.062 0.221 -0.131
H -0.751484 5.812050 -1.818961 0.063 0.156 0.011
H 0.423706 4.510278 -0.092129 0.107 0.001 0.020
H -0.129891 2.109809 0.271133 -0.129 0.381 -0.115
H -3.078311 2.367967 -2.830125 -0.071 -0.027 -0.098
H -2.477909 4.746099 -3.201962 -0.118 0.064 -0.076
H -3.921470 2.225832 -0.313254 -0.054 0.066 0.027
H -6.238328 1.509101 -0.063211 -0.068 0.121 0.010
H -6.922065 -0.795447 -0.663694 -0.072 -0.082 0.041
H -5.178250 -2.445885 -1.269398 -0.041 -0.154 -0.053
H -2.275520 -4.359784 -2.429167 -0.056 -0.046 0.003
H -0.717837 -6.305351 -2.721447 -0.049 -0.116 -0.067
H 1.669865 -6.021344 -2.085063 0.122 -0.035 0.006
H 2.418126 -3.836231 -1.165162 0.084 0.011 0.009
C -0.073883 -2.622642 4.136111 -0.024 -0.017 0.317
N -0.763478 -1.968346 3.037912 0.315 1.227 -0.332
C -1.077435 -2.836856 1.915356 -0.136 0.004 -0.264
P -0.470792 -0.356957 2.794227 0.213 -0.075 2.071
O -0.754143 0.037162 1.395550 -0.593 0.070 0.058
O 1.107080 -0.077305 3.169728 -0.261 -0.215 -0.457
P 2.192507 -0.158825 1.983000 0.892 1.067 1.951
O 1.757695 -1.097460 0.926387 0.724 -0.732 -0.128
N 3.530957 -0.698812 2.771108 -0.850 0.393 -0.745
C 4.520587 -1.459413 2.030377 0.206 -0.221 -0.276
C 3.977162 -0.185432 4.051390 -0.020 0.151 0.293
N 2.144482 1.422892 1.390319 0.245 -1.252 0.255
C 2.861705 1.661028 0.136087 0.268 -0.061 -0.243
C 2.288076 2.516760 2.346185 -0.182 0.217 0.254
N -1.177906 0.673196 3.866452 0.360 -0.753 -0.547
C -2.616571 0.812643 3.689994 -0.302 0.042 -0.213
C -0.748967 0.769352 5.252147 0.232 0.108 0.161
H -0.729820 -3.365698 4.585804 0.014 -0.028 0.054
H 0.187258 -1.883542 4.888572 0.042 -0.080 0.192
H 0.842680 -3.110757 3.795821 0.035 -0.006 -0.028
H -1.636465 -3.690014 2.299004 -0.014 -0.027 -0.099
H -0.173570 -3.199430 1.405937 -0.097 0.014 0.074
H -1.712990 -2.295539 1.211149 0.026 -0.215 0.029
H 4.069897 -1.809463 1.104628 0.168 -0.114 -0.045
H 4.831782 -2.320225 2.623689 -0.028 -0.019 -0.021
H 5.406090 -0.862028 1.804225 -0.002 0.037 -0.020
H 3.133550 0.235639 4.592350 0.040 0.028 0.127
H 4.756326 0.573951 3.948489 -0.021 -0.001 -0.046
H 4.385386 -1.015542 4.630860 -0.053 0.050 0.030
H 3.165911 0.707598 -0.304091 -0.045 0.192 -0.114
H 3.767080 2.250511 0.311603 -0.075 -0.047 -0.017
H 2.226115 2.206729 -0.573962 0.107 -0.057 0.086
H 2.020802 2.181401 3.344994 -0.108 0.103 0.037
H 1.627795 3.341861 2.071776 0.039 -0.018 0.013
H 3.317221 2.882259 2.369830 -0.004 -0.009 -0.007
H -2.838496 0.757306 2.625769 -0.217 0.106 -0.011
H -2.921006 1.788059 4.069149 -0.034 -0.028 -0.043
H -3.174284 0.030909 4.211503 -0.005 0.008 0.060
H 0.323390 0.611537 5.316169 0.053 0.026 0.124
H -1.262117 0.049839 5.891814 -0.040 -0.061 0.041
H -0.971643 1.773854 5.610466 -0.005 -0.004 0.044
C 1.841015 1.521891 -6.277925 -0.073 0.172 -0.204
N 1.694811 1.119356 -4.899422 -0.125 0.043 0.166
C 2.533767 0.153438 -4.238647 0.243 -0.322 0.216
C 1.863038 0.081991 -2.878473 0.001 0.648 -1.051
O 2.206034 -0.608043 -1.918458 0.435 -0.310 0.202
N 0.800042 0.907027 -2.846184 0.013 -0.287 0.357
C 0.725054 1.502701 -4.062438 0.240 -0.089 -0.053
N -0.195167 2.389563 -4.382946 0.012 -0.135 -0.060
H 2.696126 1.005703 -6.703041 -0.003 -0.010 -0.029
H 2.018699 2.595095 -6.361101 0.019 0.012 -0.001
H 0.952341 1.254211 -6.849769 0.005 -0.015 -0.090
H 3.573657 0.484742 -4.159638 -0.068 -0.022 0.036
H 2.517703 -0.821572 -4.733940 -0.004 0.023 0.035
H -0.921836 2.630540 -3.707145 0.306 -0.025 -0.195
H -0.186578 2.825448 -5.289867 -0.069 0.016 0.033

=====

18
Properties=species:S:1:pos:R:3:forces:R:3 method="wB97M-V/def2-TZVPD" total_energy_ha=-380.60192 homo_energy_ev=-14.15 lumo_energy_ev=-3.57 mol_weight_g_mol=107.13 de_lowest_kj_mol=293.9 total_charge=+1
O -1.796647 -0.421674 -0.858274 -1.363 -0.426 1.072
C -1.299628 0.338605 -0.072336 2.844 -0.119 0.659
N -1.805170 1.330164 0.720242 1.731 -2.374 -1.318
C 0.305040 0.212240 0.036663 0.186 1.610 -1.863
N 0.793710 -1.190583 0.341516 -0.535 -2.245 -1.831
C 1.882335 -1.192103 1.304430 -0.472 2.633 1.607
H -2.694101 1.637534 0.465657 -1.613 0.989 0.132
H -1.117444 1.826104 1.246203 -0.377 0.678 0.268
H 0.722722 0.607040 -0.993645 -1.169 -1.420 1.645
H 0.823020 0.923813 0.690791 -0.413 -0.546 0.574
H 1.256794 -1.664030 -0.519156 -1.686 1.019 1.305
H 0.031301 -1.873034 0.682882 1.000 1.540 -0.953
H 2.753294 -0.745893 0.807482 -0.110 -0.229 0.889
H 1.979250 -2.064188 1.836805 1.006 -3.154 -0.222
H 1.486900 -0.723603 2.236400 0.604 1.249 -0.952
H -1.354795 0.148263 -2.642349 -0.114 2.009 -0.162
H -1.170563 1.888573 -2.685281 -0.173 -2.449 -0.263
O -0.796019 0.962766 -2.598024 0.655 1.234 -0.587